Record 1
A cluster of 2 separate species, C11H16F2 in total at a distorted geometry, computed with ωB97M-V/def2-TZVPD.

```
29
Properties=species:S:1:pos:R:3:forces:R:3:nbo_charge:R:1
C -2.339 2.186 -1.531 0.879 -0.520 -0.347 -0.431
C -2.894 1.801 -0.414 -0.501 -0.677 -0.403 0.011
C -4.258 0.892 1.548 -2.727 -0.791 3.223 -0.408
C -3.542 1.217 0.526 0.692 1.511 -0.566 -0.051
C 4.397 -0.264 1.117 -1.162 2.504 -1.472 -0.618
C 3.081 -0.747 0.405 0.386 -4.272 -0.988 -0.397
C 2.296 0.256 -0.365 -1.845 1.383 2.571 -0.397
C 0.991 -0.303 -1.064 3.053 -3.622 1.807 -0.384
C -0.070 -0.903 -0.091 -0.036 1.405 1.339 -0.437
C -1.387 -1.240 -0.765 1.090 1.612 2.440 -0.386
C -2.453 -1.225 -0.009 -0.883 -1.718 0.521 0.768
F -2.475 -1.215 1.338 0.941 0.329 -0.698 -0.329
F -3.683 -1.537 -0.366 -0.374 0.070 -0.682 -0.314
H -2.287 3.140 -1.954 -0.853 2.142 0.317 0.213
H -4.352 -0.157 2.008 0.401 1.681 -1.121 0.233
H -4.973 1.619 2.141 1.698 -1.070 -1.542 0.222
H 5.295 -0.861 1.071 -0.227 -0.754 0.188 0.222
H 4.078 -0.011 2.138 0.688 -0.017 -0.174 0.212
H 4.744 0.725 0.586 -0.759 -1.561 1.067 0.197
H 3.262 -1.550 -0.468 0.297 1.177 2.042 0.184
H 2.396 -1.377 1.146 1.379 1.588 -1.338 0.204
H 2.799 0.703 -1.154 1.694 0.377 -1.598 0.200
H 2.233 1.179 0.336 -1.074 -1.198 -0.886 0.188
H 0.722 0.533 -1.629 -1.392 0.770 -1.258 0.213
H 1.471 -1.211 -1.703 -1.408 2.200 0.827 0.192
H 0.128 -1.870 0.441 1.072 0.973 -0.465 0.227
H -0.158 -0.082 0.753 -0.315 -1.664 -1.478 0.220
H -1.318 -1.386 -1.784 -0.677 -0.319 -1.975 0.232
H -1.703 1.689 -2.256 -0.037 -1.538 0.650 0.214
```
Positions in Å, forces in eV/Å.

* gap between HOMO and LUMO: 9.38 eV
* HOMO: -0.331 hartree
* SMILES string: CCCCCC=C(F)F.C=C=C=C
* maximum force: 5.1 eV Å⁻¹
* relative energy (zero: lowest compared OMol25 entry of this formula, charge and spin): 248.5 kJ/mol
* molar mass: 186.2 g/mol

***

Record 2
A cluster of 2 separate species, C11H16F2NO2S in total at a distorted geometry, computed with ωB97M-V/def2-TZVPD.

```
33
Properties=species:S:1:pos:R:3:forces:R:3:nbo_charge:R:1
O -1.848 1.471 1.093 0.166 -0.393 -0.273 -0.878
S -0.803 1.881 0.225 -0.873 0.796 0.679 2.417
O -0.450 3.261 0.178 0.420 -0.251 -0.212 -0.905
F -1.173 1.454 -1.222 0.041 -0.086 -0.149 -0.460
C 0.633 0.855 0.480 0.208 -0.315 0.096 -0.540
C 0.702 0.380 1.936 0.688 -0.033 -0.091 -0.404
C 1.287 1.423 2.885 0.053 -0.297 -0.201 -0.437
C 2.624 1.984 2.368 -0.511 0.245 0.110 -0.225
N 2.998 1.391 1.032 0.246 0.531 0.015 -0.492
C 1.904 1.598 0.034 -0.376 -0.397 -0.132 -0.241
H 0.506 -0.043 -0.126 -0.258 0.123 -0.159 0.300
H -0.261 0.012 2.272 -0.110 0.078 0.000 0.285
H 1.371 -0.486 1.918 -0.113 -0.155 0.091 0.208
H 0.576 2.236 3.008 0.002 0.072 0.186 0.245
H 1.466 0.940 3.841 -0.179 0.141 0.169 0.248
H 3.447 1.840 3.059 0.113 -0.147 -0.050 0.241
H 2.515 3.050 2.181 0.180 0.060 -0.060 0.234
H 3.811 1.912 0.699 0.132 -0.168 -0.044 0.447
H 3.283 0.415 1.108 -0.119 -0.078 0.025 0.437
H 2.217 1.214 -0.933 0.264 0.119 -0.023 0.249
H 1.746 2.672 -0.024 -0.021 0.045 -0.027 0.265
F 0.124 -2.176 -0.840 0.045 0.076 0.039 -0.359
C -1.056 -2.325 -1.513 -0.267 0.010 -0.140 0.377
C -2.156 -2.798 -0.830 0.083 -0.025 0.239 -0.287
C -3.355 -2.928 -1.514 0.026 0.029 -0.100 -0.178
C -3.433 -2.594 -2.859 -0.024 -0.003 -0.004 -0.214
C -2.309 -2.123 -3.523 -0.060 -0.027 0.063 -0.181
C -1.106 -1.982 -2.847 0.215 0.087 -0.043 -0.292
H -2.072 -3.061 0.216 0.008 0.000 -0.010 0.231
H -4.230 -3.294 -0.995 0.005 -0.013 0.016 0.228
H -4.369 -2.701 -3.389 0.000 0.000 -0.004 0.228
H -2.366 -1.866 -4.572 0.012 0.012 -0.006 0.227
H -0.219 -1.613 -3.346 0.005 -0.036 0.000 0.226
```
Positions in Å, forces in eV/Å.

* gap between HOMO and LUMO: 8.15 eV
* HOMO: -0.431 hartree
* total charge: +1
* maximum force: 1.4 eV Å⁻¹
* molar mass: 264.3 g/mol

***

Record 3
A structure of composition C11H16GaIN4O4S4 at a distorted geometry, computed with ωB97M-V/def2-TZVPD.

```
41
Properties=species:S:1:pos:R:3:forces:R:3:nbo_charge:R:1
Ga 1.418 -1.750 0.704 -0.160 2.029 0.103 1.432
N -0.196 0.605 1.479 -0.792 0.708 -0.012 -0.646
N -1.157 -0.255 2.085 -0.055 -0.417 0.156 -0.522
C -1.280 -1.603 1.673 0.647 1.125 -0.375 0.884
O -2.090 -2.320 2.202 -0.050 -0.147 -0.310 -0.630
O -0.455 -1.985 0.650 -0.114 0.031 1.758 -0.909
H 0.095 1.358 2.133 -0.171 -1.146 -0.099 0.365
H -0.712 1.123 0.762 0.387 -0.135 -0.291 0.375
H -1.992 0.164 2.525 0.797 -0.625 -0.393 0.388
O 5.706 3.356 -0.361 0.414 0.696 0.202 -0.527
C 4.922 2.537 -0.059 -2.358 -2.460 -0.402 0.305
S 3.379 2.062 -1.118 1.560 1.354 -0.265 0.264
C 3.012 0.588 -0.356 0.818 -1.088 3.105 -0.423
C 3.611 0.344 0.883 -1.311 0.029 -2.375 -0.434
S 3.206 -1.015 1.940 -0.161 -0.208 0.042 -0.214
S 4.911 1.390 1.348 0.608 0.946 0.149 0.323
S 1.876 -0.508 -1.085 -0.199 0.333 -0.973 -0.224
C -4.071 0.627 -0.366 -0.223 0.090 -0.597 -0.627
C -3.871 2.066 0.040 1.075 0.115 -0.888 -0.062
O -2.492 2.420 -0.356 -1.478 0.814 0.627 -0.577
C -2.346 3.852 -0.574 0.417 -1.027 -1.539 -0.062
C -1.007 4.014 -1.329 -0.511 -0.723 -0.448 -0.632
H -4.969 0.202 0.086 -0.018 0.024 -0.095 0.214
H -3.225 0.020 -0.091 0.362 -0.235 0.342 0.218
H -4.133 0.572 -1.463 -0.151 -0.063 0.331 0.211
H -4.013 2.210 1.106 0.107 0.149 0.298 0.166
H -4.603 2.697 -0.500 0.427 -0.046 0.246 0.170
H -2.329 4.409 0.366 -0.395 -0.006 -0.041 0.172
H -3.186 4.129 -1.280 0.741 0.246 1.027 0.169
H -0.164 3.615 -0.774 0.084 0.182 0.468 0.213
H -0.785 5.035 -1.651 -0.184 -0.128 0.176 0.215
H -1.044 3.351 -2.214 -0.130 0.498 0.188 0.217
I 3.948 -6.511 -2.116 0.406 -0.134 -0.245 0.252
C 2.702 -5.229 -1.152 -1.318 1.030 1.437 -0.327
C 1.324 -5.435 -1.010 -0.527 1.076 0.814 -0.006
N 0.826 -4.439 -0.209 0.863 -0.707 -0.982 -0.292
N 1.801 -3.569 0.181 1.945 -2.930 -1.786 -0.439
C 2.990 -4.068 -0.381 -3.609 -0.882 -0.216 0.031
H 0.636 -6.195 -1.411 0.643 0.490 0.276 0.250
H -0.166 -4.258 -0.005 0.733 0.285 0.121 0.468
H 3.926 -3.606 -0.301 0.880 0.860 0.466 0.252
```
Positions in Å, forces in eV/Å.

* gap between HOMO and LUMO: 7.00 eV
* HOMO: -0.264 hartree
* maximum force: 3.9 eV Å⁻¹
* relative energy (zero: lowest compared OMol25 entry of this formula, charge and spin): 15.6 kJ/mol
* molar mass: 593.2 g/mol

***

Record 4
An isolated molecule of C11H16N2O4S, computed with ωB97M-V/def2-TZVPD.

```
34
Properties=species:S:1:pos:R:3:forces:R:3:nbo_charge:R:1
C 0.518 4.348 -2.911 0.125 0.135 -0.029 -0.252
H 1.286 4.011 -3.615 -0.015 0.006 0.034 0.175
O -0.447 3.351 -2.682 -0.185 -0.237 0.056 -0.492
C -0.042 2.166 -2.143 -0.035 -0.142 0.049 0.276
C -1.038 1.205 -1.957 0.169 0.221 -0.029 -0.217
C -0.744 -0.028 -1.415 0.094 0.107 -0.121 -0.276
C 0.563 -0.334 -1.040 -0.380 0.531 -0.170 0.205
C 1.557 0.619 -1.233 -0.171 -0.375 0.130 -0.248
C 1.263 1.856 -1.781 -0.127 0.265 -0.157 -0.286
H 2.065 2.564 -1.916 0.045 0.085 -0.024 0.222
H 2.576 0.389 -0.957 0.117 -0.004 0.056 0.207
N 0.885 -1.556 -0.451 0.007 -0.954 0.128 -0.908
S -0.093 -2.823 0.024 0.330 0.136 0.393 2.473
O 0.819 -3.913 0.142 0.222 0.080 0.092 -0.941
O -1.237 -2.923 -0.818 -0.099 0.307 -0.041 -0.932
N -0.630 -2.484 1.544 0.075 -0.431 -0.884 -0.682
C -1.781 -1.630 1.731 -0.326 0.535 -0.009 -0.258
H -2.383 -1.694 0.827 -0.196 0.092 0.136 0.238
C -1.361 -0.186 2.024 -0.181 -0.127 -0.155 -0.093
H -2.221 0.407 2.339 0.005 -0.036 -0.122 0.200
O -0.439 -0.129 3.092 -0.070 0.006 0.211 -0.524
C 0.721 -0.883 2.815 0.129 -0.225 0.004 -0.086
H 1.367 -0.773 3.687 0.040 -0.056 -0.106 0.199
C 0.369 -2.356 2.580 0.475 0.293 0.293 -0.260
H 1.236 -2.935 2.267 0.087 0.010 0.259 0.235
H -0.040 -2.783 3.502 0.063 -0.011 -0.086 0.208
H 1.228 -0.472 1.928 -0.017 -0.026 0.123 0.167
H -0.918 0.267 1.124 -0.082 -0.008 0.136 0.176
H -2.354 -2.023 2.579 0.020 0.017 -0.093 0.205
H 1.861 -1.790 -0.407 0.067 -0.193 0.004 0.422
H -1.513 -0.773 -1.304 -0.131 0.024 -0.030 0.244
H -2.045 1.449 -2.253 -0.139 0.023 -0.041 0.226
H -0.023 5.188 -3.344 0.090 -0.029 0.029 0.202
H 0.996 4.669 -1.979 -0.004 -0.021 -0.032 0.174
```
Positions in Å, forces in eV/Å.

* gap between HOMO and LUMO: 8.74 eV
* HOMO: -0.297 hartree
* SMILES string: COc1ccc(NS(=O)(=O)N2CCOCC2)cc1
* maximum force: 1.0 eV Å⁻¹
* relative energy (zero: lowest compared OMol25 entry of this formula, charge and spin): 284.9 kJ/mol
* molar mass: 272.3 g/mol